26
Properties=species:S:1:pos:R:3 method="wB97M-V/def2-TZVPD" gap_ha=0.3534 e_homo_ev=-9.1 charge=0
C 3.297 1.541 0.300
C 2.950 1.399 -1.038
C 2.837 0.639 1.264
C 1.965 0.516 -1.401
C 1.901 -0.343 0.873
C 1.456 -0.403 -0.410
C -3.056 2.504 0.882
C -3.276 1.310 0.379
C -2.159 0.314 0.393
C -1.199 -3.275 -0.994
N -2.257 -0.821 -0.258
O -1.082 0.588 0.928
O -0.467 -2.159 1.242
O 0.484 -1.274 -0.938
S -0.818 -1.689 -0.066
H 4.037 2.289 0.614
H 3.452 2.129 -1.694
H 2.819 0.763 2.421
H 1.929 0.370 -2.491
H 1.376 -0.925 1.607
H -3.851 3.323 0.911
H -2.089 2.743 1.086
H -4.181 1.045 -0.096
H -0.972 -3.192 -2.082
H -0.759 -4.051 -0.438
H -2.335 -3.340 -0.993